No. 1
The following is a quantum chemistry calculation of 12 unconnected molecules or ions with the total composition H25O12 at a distorted geometry, from the Open Molecules 2025 dataset.

```
37
Properties=species:S:1:pos:R:3:forces:R:3
O 1.931960 2.072094 1.325439 1.3 -2.2 -0.6
H 0.992319 -2.205822 0.875140 -0.7 -0.8 -0.3
H 2.245973 -3.539877 -0.846602 0.0 -0.1 0.1
H -0.105023 1.572023 -1.255867 0.8 1.5 0.9
H 1.186638 -0.742433 -2.764435 0.5 0.0 -0.4
H -0.619593 2.234508 2.276843 -0.5 -0.5 -0.4
O -0.202058 -0.812549 -0.850606 -1.7 -0.4 -0.1
H 1.285905 1.807326 2.028931 -0.2 0.1 -1.1
O 2.917336 0.161895 0.246130 3.4 -1.6 -0.4
H -3.242673 -0.060305 0.716361 1.8 -0.2 0.0
O 2.406143 -2.710728 -1.306139 -0.1 -0.1 -2.9
H 2.328546 -2.934031 -2.307843 0.3 0.4 2.8
O -4.250317 1.148360 -0.122661 0.2 -0.8 0.0
H -4.065258 1.050349 -1.061901 -0.3 0.4 0.0
O 1.591419 0.109386 -2.982766 -0.8 0.9 1.0
H -1.166497 -0.639283 -0.674480 0.9 -1.2 0.2
H -0.882571 -2.971128 3.350683 0.5 -0.1 0.0
O -1.741526 -2.658363 3.075074 -0.7 0.9 0.6
O 0.802668 1.770594 -0.867091 0.3 -1.5 -2.4
H -2.025562 -2.093456 3.824354 0.2 -0.6 -0.5
H -1.901533 3.130074 -1.692779 0.4 -0.4 0.2
H 2.485522 1.165085 1.176444 0.5 1.0 0.8
H 3.873328 -0.292591 0.124159 -3.7 1.2 0.3
O -0.463742 1.353208 1.891080 -1.2 0.3 -0.4
H -1.244276 1.090863 1.282735 1.3 0.2 1.4
H -1.222262 2.968783 -3.007414 0.3 -0.3 -0.2
O -1.233440 2.572472 -2.127816 -1.3 0.7 -0.2
H 2.305577 0.118638 -3.606701 0.3 -0.7 -0.4
H 2.204334 -0.317292 -0.203465 0.6 -0.6 -0.2
H 0.056173 0.094195 -0.810634 1.1 0.6 0.3
H -2.350738 -0.594080 1.832564 0.6 -0.5 -0.4
H 0.808100 -3.763151 1.332307 -0.9 -0.4 -0.8
H -4.562383 2.020445 0.087268 -0.3 0.5 -0.2
O -2.279178 -0.330976 0.898581 -2.4 0.6 0.3
H 1.601020 1.737422 0.339804 -1.8 2.0 1.2
O 1.222734 -2.929050 1.471483 1.4 1.1 1.0
H 1.312937 1.417393 -1.666178 -0.1 0.5 1.0
```
Forces are in eV/Å.

Values from the calculation:
max |F|: 0.076 Eh/bohr
net charge: +1
highest occupied orbital energy: -13.73 eV
LUMO energy: -2.8 eV
frontier orbital gap: 10.9453 eV
total energy: -24968.7460 eV
energy above the lowest of the compared OMol25 structures with the same formula, charge and spin: 220.5 kJ/mol

No. 2
The following is a quantum chemistry calculation of 13 unconnected molecules or ions with the total composition H25O13 at a distorted geometry, from the Open Molecules 2025 dataset.

```
38
Properties=species:S:1:pos:R:3:forces:R:3
H -1.006857 -2.355476 -0.293180 -1.3 -0.1 -0.2
H -3.159453 -1.192215 -0.583608 0.2 0.3 0.3
H 1.142521 -0.042144 -0.878884 0.2 -0.6 -0.6
O 2.862237 1.834706 -0.310191 -2.0 -0.8 0.5
H -3.704895 1.241732 0.671850 0.4 0.2 0.1
H 1.519998 -1.004819 -3.121109 -0.1 -0.1 -0.9
O 0.236246 2.006949 -0.296629 1.1 0.5 -0.2
O -1.939014 -2.671098 -0.356990 1.3 -1.7 1.5
H -1.502425 3.485966 -1.381283 0.7 -0.6 0.5
O -2.514374 -0.433753 2.579163 -0.6 0.6 -2.6
H -0.090972 -3.840193 1.686826 -0.1 0.0 -0.1
H 2.488938 3.142693 2.391986 -0.1 0.0 0.0
H 3.496580 -1.519960 0.794088 -0.1 0.3 -0.2
H 0.256849 2.636170 0.431844 -0.4 0.0 0.5
O -1.577726 2.860004 -2.093340 -1.4 0.5 -1.9
H -2.541536 -0.334647 3.497515 0.3 -0.4 2.0
H 4.189244 -0.857064 -0.415109 -0.3 0.1 0.2
H -3.138909 2.693474 0.839951 0.2 -0.4 0.1
O 1.984712 -0.501425 -0.650053 -1.9 1.3 -0.9
O -3.881485 2.176886 0.521174 -0.6 0.2 0.0
H 3.663011 2.246462 -0.515959 1.7 0.8 -0.6
H 1.187656 2.184507 -0.579448 -0.4 -0.6 -0.1
H 2.211399 2.365867 1.077030 0.3 -0.1 0.2
O 4.099495 -1.683138 0.065902 1.1 -0.7 0.2
O 1.782583 2.683556 1.929523 -0.1 0.2 0.1
O -0.329574 -0.649851 0.712569 0.2 -0.5 0.0
H 0.813915 -2.609125 1.822193 -0.1 -0.5 -0.1
H 2.373579 0.452201 -0.597042 1.6 0.0 0.6
H -2.249769 -2.481033 -1.231025 0.4 0.2 -0.9
O 0.990478 -1.805353 -2.987987 0.5 0.7 0.9
O -2.783635 -0.572766 -1.213306 -0.8 1.2 -0.7
H -1.081090 2.050952 -2.003999 0.4 0.3 1.0
O 0.823540 -3.584927 1.834788 0.1 0.6 0.1
H -2.080558 -0.120405 -0.732971 0.1 -0.2 0.1
H 1.171278 -1.780528 -2.027120 -0.2 -0.8 -0.2
H 0.505599 -0.742023 0.187049 -0.5 0.1 1.2
H -2.069479 -1.216618 2.250871 0.3 -0.1 0.4
H -0.299241 0.240143 1.089172 0.2 0.0 -0.2
```
Forces are in eV/Å.

Values from the calculation:
max |F|: 0.053 Eh/bohr
net charge: -1
highest occupied orbital energy: -6.87 eV
LUMO energy: 2.7 eV
frontier orbital gap: 9.5829 eV
total energy: -27024.7253 eV
energy above the lowest of the compared OMol25 structures with the same formula, charge and spin: 255.7 kJ/mol

No. 3
The following is a quantum chemistry calculation of 13 unconnected molecules or ions with the total composition H25O13 at a distorted geometry, from the Open Molecules 2025 dataset.

```
38
Properties=species:S:1:pos:R:3:forces:R:3
O -0.758175 -0.145716 -3.471104 1.6 -2.2 0.1
H 3.204345 1.880454 1.930997 -1.9 1.1 1.1
H -0.130805 2.284760 0.121555 2.1 -3.2 2.4
O -2.372345 -2.560521 1.158266 0.8 0.5 1.0
H 1.606012 2.109180 2.210805 1.9 0.2 0.0
O 2.272109 1.684159 -2.247721 -0.9 -1.6 -0.1
H -0.653862 -1.223060 -0.956481 -0.4 -0.5 0.2
H 2.035014 -3.378106 2.064293 1.7 2.4 -0.6
O -2.659154 1.115471 1.759655 3.0 0.0 -1.7
H -1.677047 1.257679 1.428218 -2.2 0.0 1.3
O 2.722308 -2.678121 1.755851 0.4 -7.5 -1.5
O -1.469272 -1.800325 -0.912506 1.0 1.9 -2.1
H 1.714941 0.760696 -1.910415 1.0 2.0 -0.6
H -2.016503 -1.668540 1.429888 -0.6 -1.5 -0.5
H 2.432623 1.569444 -3.200742 -0.1 0.0 0.6
O 1.932830 -0.433717 2.876438 2.5 -0.6 0.3
H 2.495154 -1.859318 2.009463 -2.1 4.6 1.9
H 2.801391 0.023167 2.623490 -2.8 -0.3 0.6
O 1.047031 -4.193876 -0.042035 3.1 -1.6 0.0
H -1.007226 0.529299 -2.880692 -1.2 1.1 0.4
H 1.136923 -0.016411 2.571545 0.0 1.0 -0.6
O 0.859249 -0.162458 -1.309067 -0.8 0.4 0.3
H -0.849251 3.270040 -2.035438 0.1 -2.2 0.1
H -0.533371 1.590602 -2.048794 -0.9 3.1 0.9
O -1.193895 2.355085 -1.790592 2.5 -0.4 -0.9
O -3.482224 2.958500 -0.833194 0.3 2.4 -2.4
O 0.345167 1.526359 0.768058 -1.0 1.1 -3.6
H -2.009695 -1.341715 -1.595148 0.2 -0.8 0.5
H -2.893110 0.505104 1.046506 -0.6 -0.2 0.3
H -1.830643 -2.771234 0.355032 -1.1 0.6 1.1
H -0.075135 -0.583285 -2.851786 -0.9 0.8 -1.3
H 1.896200 -3.688207 0.070925 -1.5 -0.2 -0.1
H -3.435614 2.233049 -0.278142 0.1 -2.1 2.0
H 0.318532 -3.630778 -0.043151 -1.6 1.8 0.0
H 1.342286 -0.971554 -1.271334 0.8 -0.9 0.2
H 0.750229 0.800391 0.062788 -1.3 1.8 1.2
O 2.533341 2.277853 2.580546 0.2 -0.8 -1.5
H -2.656174 2.870079 -1.382315 -1.5 -0.2 0.9
```
Forces are in eV/Å.

Values from the calculation:
max |F|: 0.149 Eh/bohr
net charge: -1
highest occupied orbital energy: -7.41 eV
LUMO energy: 2.5 eV
frontier orbital gap: 9.9498 eV
total energy: -27024.0296 eV
energy above the lowest of the compared OMol25 structures with the same formula, charge and spin: 322.8 kJ/mol